11
Properties=species:S:1:pos:R:3 method="wB97M-V/def2-TZVPD" homo_energy_ha=-0.3116 homo_lumo_gap_ev=9.130 smiles="[H]/N=C/N/C=C/Cl"
Cl -3.341 -0.297 -0.065
N 1.236 -1.358 0.034
N 0.460 0.892 -0.086
C -1.613 -0.501 -0.042
C -0.947 0.673 0.037
C 1.450 -0.062 -0.137
H -1.496 1.672 0.263
H -1.083 -1.469 0.067
H 2.440 0.513 -0.208
H 2.094 -1.867 0.005
H 0.799 1.803 0.133


21
Properties=species:S:1:pos:R:3 method="wB97M-V/def2-TZVPD" multiplicity=2 homo_energy_ha="-0.7917 / -0.7917" homo_lumo_gap_ev="7.995 / 5.813" total_charge=+3
Hg 5.596 1.599 0.374
O 3.894 1.012 0.986
O -4.588 1.142 0.075
O -2.466 0.482 0.200
O 4.717 0.534 -0.987
O 2.707 -0.244 -0.464
O -3.109 1.624 -1.841
C 0.422 -0.708 -0.105
C -3.454 0.992 -0.354
C 3.802 0.438 -0.132
C -2.094 -0.959 0.097
C -0.716 -1.087 0.705
C 1.669 -0.290 0.469
H -0.656 -0.738 1.745
H 0.340 -0.739 -1.201
H -2.135 -1.220 -0.965
H -3.900 1.979 -2.290
H -0.511 -2.190 0.770
H 1.925 -0.839 1.393
H 1.385 0.732 0.843
H -2.829 -1.520 0.681


41
Properties=species:S:1:pos:R:3 method="wB97M-V/def2-TZVPD" homo_energy_ha=-0.5598 homo_lumo_gap_ev=5.377 total_charge=+2
Zr 0.404 0.563 -1.730
Cl 2.999 -1.491 -1.844
P 0.018 0.623 0.790
O 3.657 1.136 -0.758
O -0.022 3.934 -0.907
N -0.288 1.137 3.486
N -1.698 -0.667 2.528
N 0.733 -1.045 2.843
C -0.090 -1.016 -3.532
C 0.299 -2.448 -3.474
C 0.000 1.857 2.224
C 2.768 0.493 -1.243
C 0.781 0.060 -3.976
C -0.627 -1.657 2.797
C -1.308 0.968 -3.493
C -1.645 -0.172 1.145
C -0.003 2.818 -1.194
C 0.725 0.110 3.792
C 1.207 -0.622 1.520
C -1.600 0.477 3.490
C -1.364 -0.442 -3.252
C 0.029 1.274 -3.945
H -1.842 -1.012 0.463
H 0.468 -0.316 4.780
H -0.834 -2.091 3.791
H 1.717 0.561 3.761
H -0.755 2.642 2.051
H 1.334 -1.483 0.850
H 1.793 -0.118 -4.381
H -2.120 1.633 -3.514
H -0.243 -2.964 -2.669
H 0.348 2.233 -4.331
H 0.132 -3.020 -4.397
H -2.374 1.199 3.216
H -0.645 -2.415 1.995
H -2.455 0.569 1.059
H 1.378 -2.516 -3.245
H 0.967 2.380 2.317
H 2.193 -0.159 1.674
H -2.283 -1.046 -3.175
H -1.753 0.030 4.489


84
Properties=species:S:1:pos:R:3 method="wB97M-V/def2-TZVPD" multiplicity=3 homo_energy_ha="-0.2492 / -0.3333" homo_lumo_gap_ev="3.988 / 6.274" total_charge=+1
Ti 0.382 -0.162 -0.103
F -1.272 5.470 3.430
O -1.302 5.790 -3.503
O -3.872 0.593 -5.765
O 0.305 1.300 1.195
O 3.771 -1.033 1.582
O 2.270 -0.274 0.114
N -0.462 8.339 6.853
N -1.206 -0.306 -1.685
N 3.079 2.124 4.129
N 0.465 6.017 5.530
N 0.644 1.572 -1.596
C 1.784 4.064 4.810
C -2.176 0.638 -3.659
C 1.526 2.539 -1.350
C -1.894 -4.908 -0.161
C 0.663 4.906 4.641
C -0.420 1.849 -2.350
C -0.498 -3.044 0.529
C 4.032 2.320 5.215
C 3.282 1.098 3.257
C 0.339 -4.730 -1.007
C -1.973 -1.391 -1.876
C -2.856 -1.515 -2.926
C -0.878 -5.400 -0.967
C -0.328 -1.726 1.195
C 1.986 2.980 3.976
C -3.895 -0.607 -5.022
C -0.668 3.118 -2.848
C -0.211 4.627 3.605
C 0.767 8.383 5.980
C 0.247 4.129 -2.595
C 0.643 7.317 4.909
C 0.034 5.523 -3.135
C 1.055 2.695 2.930
C 1.375 3.821 -1.841
C 2.426 0.796 2.251
C -0.761 5.968 6.306
C -0.062 3.559 2.760
C -1.704 -3.748 0.581
C 2.877 -0.274 1.295
C -2.965 -0.484 -3.850
C -1.323 0.700 -2.573
C 1.223 1.565 2.109
C 3.517 1.793 6.547
C -0.681 6.968 7.442
C 0.527 -3.571 -0.269
H -1.595 7.002 8.031
H -0.778 3.354 1.978
H -1.561 3.330 -3.419
H 3.349 0.717 6.486
H -1.275 8.581 6.282
H 2.446 4.283 5.635
H -2.221 1.447 -4.373
H 4.947 1.803 4.932
H -4.901 -0.827 -4.648
H 0.540 -1.723 1.870
H 1.148 -5.115 -1.615
H 2.117 4.576 -1.615
H -1.205 -1.445 1.783
H 1.618 8.186 6.629
H -4.425 0.492 -6.544
H 1.562 7.313 4.325
H 2.575 2.269 6.818
H -3.573 -1.461 -5.628
H 0.409 6.255 -2.414
H -3.441 -2.421 -3.022
H -1.831 5.903 -2.707
H -1.655 6.177 5.697
H 2.368 2.269 -0.725
H 4.184 0.515 3.384
H -0.398 9.039 7.591
H -2.839 -5.434 -0.099
H 4.243 1.981 7.338
H -1.868 -2.192 -1.159
H -2.504 -3.374 1.211
H 0.174 6.764 8.085
H 4.276 3.382 5.278
H -0.186 7.570 4.227
H -0.879 4.972 6.730
H 1.486 -3.062 -0.296
H 0.840 9.385 5.562
H 0.626 5.638 -4.045
H -1.022 -6.305 -1.543


Going through the records in order, we get energy relative to the best compared isomer or geometry (same formula, charge and spin) values of 66.67; 17.21; 305.43; 81.44 kJ/mol.
Going through the records in order, we get strongest force on any atom values of 0.0727; 0.2419; 0.0933; 0.0099 hartree/bohr.